Model P:
C60H165N15O15 | ωB97M-V with the def2-TZVPD basis set

```
255
Properties=species:S:1:pos:R:3:mulliken_charge:R:1
O 1.5399 -2.7944 -3.3075 0.230
O -4.6644 3.1983 -3.9970 -0.502
O 0.8526 -2.9640 4.1693 0.076
O 3.5461 1.7396 2.8330 0.040
O 3.6739 -2.6973 0.8882 0.252
O 2.6940 4.9945 -1.7876 -0.140
O -5.0543 -2.8424 -4.7792 -0.536
O -1.2330 2.8301 3.6435 0.169
O -1.4544 2.4715 -0.8849 0.214
O -1.0625 1.3987 -6.3829 0.101
O 0.1602 -5.3189 -0.0615 -0.308
O -4.5283 -4.4336 1.4962 -0.608
O -6.2609 0.8357 -0.3259 -0.256
O 0.3856 7.3937 3.4947 -0.333
O 3.9918 1.6106 -1.0172 -0.288
N -4.9580 3.8670 -0.3574 -0.541
N 1.2088 -5.6354 -3.8102 -0.674
N 6.6382 3.1158 4.2110 -0.650
N -2.7131 -0.1074 -1.2809 1.839
N -7.6691 -2.1702 1.3594 -0.635
N 2.2772 -7.4420 2.1183 -0.486
N -1.9814 -2.4650 -2.8041 1.452
N 3.5108 -1.9452 6.4276 -0.675
N -2.6801 -5.3270 -1.5992 -0.384
N 7.0828 0.0536 0.1069 -0.546
N -3.5832 2.1220 2.4444 -0.150
N 2.2149 1.4197 -4.6733 -0.326
N 5.2354 4.8226 0.7912 -0.561
N 0.7194 7.2544 -0.1391 -0.473
N 6.3845 -3.3061 0.9051 -0.711
C -4.1923 -2.9730 -3.6336 -0.967
C 0.8921 6.9299 2.2351 0.077
C -1.3469 6.8370 1.2341 -0.933
C -0.0133 -6.7440 2.6566 -0.785
C -1.3677 -0.9977 0.4840 0.266
C -0.5438 -3.0333 4.0524 -0.756
C -0.0138 7.4600 1.0833 0.483
C -4.3543 3.0747 -2.5712 1.902
C -5.2943 3.9920 -1.7768 0.053
C -4.0027 0.2049 4.0515 -1.259
C -7.6599 -0.7610 0.9383 1.058
C 1.4135 -2.1710 5.2191 -0.945
C -3.0588 -1.9789 -3.6961 2.203
C 2.8115 -2.6994 5.4247 2.161
C -6.0770 -1.8526 -4.5080 -0.555
C 4.1726 -3.3883 1.9916 0.408
C -7.9538 0.1406 2.1511 -1.247
C -1.5068 1.6080 -7.6756 -1.017
C 4.0532 6.7838 0.2266 -1.803
C -5.2250 5.5204 -2.1556 -1.309
C -2.6237 -1.7400 -5.1430 -1.496
C 2.3015 -4.7724 -4.3514 0.064
C 5.8902 2.1964 3.3753 1.092
C 0.0145 1.9664 -3.8493 0.488
C -1.2344 3.6803 4.7772 -0.825
C -1.9248 0.2761 -0.1171 0.967
C 2.8923 -4.1819 5.5668 -1.149
C 1.2385 -5.9018 0.6836 0.068
C 2.1817 2.1277 2.6150 -0.121
C 1.7799 -1.5104 -2.8212 -0.088
C 0.7806 1.0995 -4.8199 2.463
C 5.9930 -5.0567 2.5459 -1.456
C 0.3366 1.4636 -6.2496 -1.217
C -3.6500 -5.3335 -0.5581 0.062
C -4.2954 -3.6204 2.6611 -0.484
C 2.6984 -3.6150 -3.4304 -0.318
C -1.7754 1.5191 3.8314 -0.486
C 0.1403 -3.8832 -0.1625 1.818
C -3.2879 1.5621 3.7455 0.626
C 1.9858 -4.2302 -5.6959 -1.293
C -3.7792 -6.8049 -0.0953 -1.618
C 4.0825 5.3225 0.0599 2.447
C 2.5856 -1.8335 1.2679 1.738
C 5.9880 0.6660 3.7860 -1.265
C 4.8771 0.9813 -0.0897 1.043
C 2.6047 4.4767 -3.1085 -0.678
C 0.9370 -7.1803 1.5715 0.485
C -6.3080 -0.4121 0.3304 -0.622
C 6.1189 0.6414 -0.8385 -0.055
C 4.4422 2.7179 3.3506 -0.907
C 5.7863 -0.2361 -2.0871 -1.061
C -0.7822 1.2327 -0.4843 0.875
C -4.0339 2.2377 -4.7958 -0.199
C 5.3199 -4.2213 1.4619 -0.023
C 2.6265 1.1058 -1.0578 2.873
C -0.6255 3.5761 -0.8720 0.738
C 4.0641 4.9332 -1.3835 -0.454
C 0.7694 8.6794 3.8490 -0.656
C -3.3737 -4.3545 0.5476 1.227
C -6.9144 0.7320 -1.5988 -0.577
H 0.9569 6.2893 -0.2682 -0.089
H 2.3168 0.7261 -2.0171 -1.582
H 0.1068 7.5376 -0.8935 0.291
H -3.5749 2.2552 4.5753 0.185
H -5.0933 0.3505 4.0184 0.179
H 6.6569 -0.3366 -2.7306 0.523
H 1.8546 1.2490 2.0315 -0.309
H -3.9874 -4.3312 3.4402 0.338
H -2.4791 0.7983 0.6851 -0.014
H -7.6666 1.5203 -1.6440 0.148
H -0.0768 -7.5668 3.4204 0.451
H 7.0740 0.4155 3.7523 0.372
H 5.5665 3.9065 0.5287 0.020
H 4.4056 3.9366 -1.5963 0.021
H 2.0417 -6.1259 -0.0006 0.115
H 4.6024 -2.7071 2.8104 -0.162
H -2.9675 0.7662 -1.7320 -0.746
H 4.9435 1.6557 0.7672 -0.715
H 2.0800 3.0587 2.0903 -0.197
H -0.7922 4.6144 4.4624 0.091
H -4.9803 2.8206 -0.2031 0.072
H -1.1887 4.4680 -1.1202 0.664
H 6.0015 -2.6397 0.2542 -0.001
H -4.5968 2.2066 -5.7590 0.324
H 2.1739 -1.4114 0.3539 -1.038
H 2.9705 -1.7432 7.3347 0.277
H -2.1185 7.1467 0.4740 0.312
H 2.1258 -7.9822 2.9679 0.243
H -6.7756 -2.6456 1.2967 0.044
H -1.8083 -1.0219 -5.1609 0.257
H -1.0050 -3.8939 4.5417 0.246
H -5.6043 -0.3899 1.1419 0.334
H 0.8675 -2.3649 6.1316 0.719
H -3.4206 -1.0497 -3.3186 -0.888
H 4.8881 7.3127 -0.3565 0.425
H -8.0420 -2.2246 2.2799 0.287
H 4.6689 5.6559 -2.0176 0.193
H -1.8074 7.0584 2.1588 0.536
H 1.8351 8.8069 3.5481 0.284
H 8.0252 0.0197 -0.2761 0.328
H 5.2366 -5.3604 3.2871 0.240
H 2.2258 -4.5621 4.7889 -0.099
H 4.1783 2.8472 4.3938 0.724
H -3.9710 -7.4280 -0.9789 0.425
H 5.0436 0.2132 -2.6918 0.067
H -7.0534 0.1145 2.6782 0.152
H 0.6296 8.7880 4.9488 0.230
H 1.0085 -3.4842 -0.6432 0.549
H -1.2160 5.7362 1.2128 -0.149
H -0.9908 -2.1644 4.4589 0.707
H 0.8338 0.7105 -7.0015 0.461
H -8.1286 1.2047 1.8433 0.244
H 2.4057 -4.5286 6.5272 0.331
H 3.0994 5.1175 -3.7757 0.620
H -3.3176 3.3705 -2.2230 -0.429
H -2.1719 3.8874 5.2035 0.300
H -2.8319 -7.1048 0.3371 0.279
H -6.0032 -1.2629 -0.3284 -0.032
H 2.8153 0.8547 -5.2173 0.330
H 3.1826 -5.3737 -4.3796 0.487
H -3.9810 4.1195 -0.1103 0.173
H -4.5987 2.0407 -2.3299 -1.147
H -0.7362 -3.6470 -0.7576 -1.203
H 0.7741 -1.0941 -2.7934 -0.681
H 1.9260 7.2779 2.1545 0.027
H -5.8298 -0.7573 -4.5390 0.051
H -1.4461 1.0048 4.7580 0.535
H 2.2313 -1.6001 -1.7488 0.062
H -3.8467 -4.0164 -3.7590 0.210
H 2.5639 1.6178 -3.7463 -0.751
H -3.9545 1.2381 -4.4260 -0.232
H -0.8108 -3.1577 3.0300 -0.291
H 0.4269 -5.8688 3.1562 -0.040
H -0.8452 0.9747 -8.2517 0.426
H -4.5758 2.2811 2.2049 0.260
H -6.1769 1.0160 -2.3576 0.015
H 1.0170 5.8575 2.2699 -0.186
H 6.6361 -4.3250 3.0978 0.349
H -2.9060 2.9159 2.2885 -0.064
H -2.4581 1.2281 -7.7388 0.261
H -2.4682 -4.4582 1.0894 0.226
H 6.9068 -0.9506 0.1886 0.052
H 5.4610 -1.2719 -1.8138 0.016
H 2.7457 -3.5246 -6.0861 0.365
H 0.3264 -5.1581 -3.8302 0.345
H 6.5197 1.5999 -1.1433 0.575
H 4.4447 0.0521 0.1949 -0.534
H 1.8878 1.8989 -0.7661 -0.160
H 4.8633 -4.8284 0.6236 0.220
H -4.6279 -6.9324 0.6204 0.295
H -0.3811 -1.2520 -0.0670 -1.155
H -0.9514 1.5368 -3.4873 -0.488
H 0.4493 -7.9494 0.9151 0.237
H -3.7205 -0.4814 3.2523 0.037
H 6.4335 2.2349 2.3960 -0.154
H -0.2067 8.5066 1.2098 0.320
H -3.4725 -3.3868 0.0842 -0.599
H 1.3774 -5.6998 -2.8015 0.221
H 6.7345 -2.7043 1.6200 0.414
H -2.4326 -4.4300 -1.8845 -0.305
H 3.0575 7.1744 -0.1605 0.263
H 6.1878 3.3470 5.1360 0.264
H 1.8593 -2.3597 1.8881 -0.399
H 4.1229 7.1273 1.2570 0.435
H -0.0774 0.8960 -1.2499 -1.082
H 3.0038 -4.0456 -2.4112 -0.163
H -8.4970 -0.6389 0.2036 0.163
H 4.3649 3.6394 2.7743 -0.004
H 3.3440 -2.5390 4.4272 -1.117
H 5.3655 0.0591 3.0885 -0.035
H 2.5701 0.2206 -0.4372 -0.441
H -3.4510 -1.3306 -5.7832 0.262
H -0.0982 2.9457 -4.2978 0.474
H -5.1728 -3.0608 2.9649 0.287
H -2.2492 -2.6750 -5.6447 0.386
H -6.3004 3.6354 -1.8395 0.457
H 1.5705 -5.1464 1.3609 -0.557
H -1.4503 2.6689 -7.9492 0.273
H -3.0338 2.5600 -4.9720 0.284
H -3.4236 -2.9199 2.5646 -0.059
H 7.6177 2.8285 4.3647 0.275
H 5.5728 0.5664 4.8246 0.308
H 0.2386 9.4537 3.2976 0.265
H -1.1321 -2.7967 -3.2383 -0.310
H 0.6999 2.4648 -6.5342 0.379
H -0.2523 1.3709 0.4452 -0.001
H -8.7436 -0.2661 2.7321 0.560
H 0.4877 0.0759 -4.5901 -1.010
H 6.0387 5.4330 0.7573 0.252
H -3.5329 -0.5238 -1.0056 -0.457
H -1.8268 -5.8087 -1.3814 0.310
H -7.3906 -0.2310 -1.7530 0.545
H -4.5878 -5.0303 -0.9273 0.541
H 1.5454 -1.0659 4.9524 0.021
H 4.2872 -2.4428 6.8165 0.271
H 3.1551 4.9086 0.5362 -0.982
H 3.3463 -4.0150 2.4735 -0.344
H -0.1921 3.7819 0.1068 -0.049
H -1.3353 0.9920 2.9751 -0.601
H 0.5886 2.0864 -2.9156 -1.063
H 2.7911 -8.0072 1.4433 0.247
H 1.5499 4.3398 -3.3800 0.038
H -6.5684 -2.1406 -3.5656 0.280
H 3.0285 -1.0895 2.0052 -0.167
H 1.5802 2.3031 3.5060 0.509
H -1.1183 -0.8394 1.5635 -0.143
H 2.4287 -0.8503 -3.4495 0.433
H -1.9897 -1.8688 0.3336 -0.076
H 0.1413 -3.4103 0.8415 -0.656
H -0.9967 -6.4862 2.3052 -0.076
H 6.7030 -5.8073 2.2701 0.403
H -4.7469 -2.9005 -2.6936 0.242
H -6.0178 6.0734 -1.6353 0.393
H 1.1100 -3.6212 -5.6194 0.101
H 3.9265 -4.5476 5.4557 0.346
H -5.1873 5.6531 -3.2323 0.294
H 0.2034 3.3845 -1.5981 -1.128
H 3.1242 3.4901 -3.2423 0.225
H 1.7369 -4.9834 -6.4815 0.327
H -1.7198 -1.6919 -2.1894 -1.346
H -3.5256 -0.0996 4.9967 0.513
H -6.8023 -1.9864 -5.3213 0.390
H -4.2208 5.8850 -1.8092 0.180
H 3.5581 -3.0484 -3.8532 0.398
H -0.5487 3.3493 5.5375 0.337
```

Summary:
- total charge = 0
- HOMO energy (eV) = -8.6



Model Q:
C60H165N15O15 | ωB97M-V with the def2-TZVPD basis set

```
255
Properties=species:S:1:pos:R:3:mulliken_charge:R:1
O -1.1364 2.6876 6.4205 -0.342
O -1.7390 5.8708 3.0822 -0.201
O -4.4568 -3.9638 2.5422 -0.203
O 1.5616 -7.5691 -0.9393 0.178
O 5.4941 0.7036 -2.9316 -0.342
O 0.4880 -0.9992 -0.4413 0.824
O -1.2186 -4.3479 -3.2327 -0.502
O 7.5439 -3.1776 0.9410 -0.264
O 4.0111 6.7403 -2.1821 -0.320
O 3.6852 3.3873 1.7691 -0.544
O -1.8884 0.8542 -5.5926 -0.430
O -7.6317 1.7624 3.9546 -0.363
O -7.1074 1.3364 -3.4274 -0.397
O 6.0960 -4.5246 -2.9348 -0.068
O 1.5534 -2.5211 6.1547 -0.452
N -1.8350 4.1341 -7.2926 -0.796
N -0.7037 -2.6887 3.1402 0.221
N 3.9941 -3.9246 1.3642 0.325
N -3.9005 5.6067 0.0701 -0.668
N 2.2019 4.8606 3.6704 -0.398
N -5.0576 1.1787 1.3987 0.533
N -5.8672 3.3135 -0.4594 -0.677
N 3.6656 -6.1291 -2.3307 -0.400
N 3.3976 4.4823 -5.0016 -0.770
N 3.2799 1.4854 -4.5527 -0.169
N -5.9891 -1.6140 0.0033 -0.567
N 3.6772 -6.9922 0.8244 -0.536
N -0.4516 3.3312 2.7716 0.882
N -3.1001 -6.2895 -2.9707 -0.813
N -1.8129 1.7260 0.8260 1.820
C -4.5476 2.3228 -2.2184 -0.896
C -1.0482 -3.0651 -2.5792 0.269
C 8.8208 -3.8447 1.0486 -0.879
C -1.8044 0.7977 -4.1977 0.604
C 0.2551 1.5023 4.1851 -1.656
C -4.7213 -4.4073 3.8883 -0.847
C -0.8072 2.6041 3.9739 1.900
C -1.1098 0.9439 -0.1851 0.541
C 2.2949 -7.1421 1.2817 0.343
C -0.9180 -3.9497 5.2963 -1.529
C -2.4671 2.1179 -6.1084 -0.804
C 1.2350 -8.5272 -1.9816 -1.181
C -9.0938 1.8915 4.0790 -0.801
C -2.7784 6.2501 2.1928 -1.287
C 4.0464 6.2754 -3.5218 -1.118
C -2.2096 -7.0363 -0.8978 -1.071
C 2.9446 -2.4939 6.3588 -0.692
C 5.2237 -3.1529 1.2390 0.593
C 5.1158 -4.8679 -3.9767 -1.274
C -5.9005 2.8731 -1.8364 0.436
C 3.0727 -3.9564 -2.6213 0.590
C -7.0365 1.8604 -2.1297 -1.007
C 1.4772 -8.0956 0.3603 -1.161
C -1.0030 -5.3964 -2.2982 -0.162
C -5.6504 1.5568 2.7052 0.534
C 6.7431 0.1248 -2.5822 -0.607
C -1.4210 3.4819 7.6101 -0.793
C 2.7956 4.4652 1.3568 0.544
C -0.3696 -2.7308 4.5660 0.786
C 3.9349 6.2975 2.7136 -1.416
C -4.9241 2.9073 3.0614 -0.605
C -0.1360 -0.1143 0.5027 -0.057
C -7.4193 2.3031 -4.4922 -0.709
C -2.7770 5.3506 0.9171 2.374
C 2.6236 5.5480 2.4706 -0.212
C 5.1096 -1.8444 2.0026 -1.430
C 1.9530 -0.3065 -3.7858 -1.073
C 2.8900 7.5078 -1.7849 -0.646
C -5.2167 -2.8364 2.1397 -0.762
C -1.5003 5.5510 0.1023 -1.209
C -1.2740 2.9349 -6.5918 0.629
C -3.6733 -2.6524 0.0818 -1.192
C -5.1557 -2.6493 0.6031 -0.082
C 1.1632 -2.4725 4.7698 0.157
C -7.1068 1.6192 2.6176 -0.995
C -0.9804 3.4753 5.2425 -0.844
C 3.1489 0.5697 -3.4773 2.059
C -0.2592 3.3810 -5.5184 -1.230
C 2.8873 4.0760 -2.7806 0.542
C 1.6689 -5.7027 1.1834 -0.797
C 7.3933 -4.4008 -3.4603 -0.855
C -0.3413 1.9759 -1.0538 0.687
C 4.4136 -0.2181 -3.0724 -0.774
C 1.3973 -1.9446 0.1551 0.363
C 6.4672 -4.0110 1.4929 -0.816
C -1.5764 6.8139 4.1994 -1.020
C 3.6629 -5.0931 -3.3730 0.137
C 3.5600 2.2389 0.8456 -0.201
C 2.9847 5.1786 -3.8823 0.177
C -2.3932 -5.8479 -1.8398 1.227
H 4.6010 5.5383 3.1237 0.308
H -1.3372 7.8209 3.8578 0.367
H 7.4152 0.9613 -2.3909 0.278
H -2.9935 2.7640 -5.4058 0.351
H -8.4030 2.7612 -4.3889 0.307
H 1.8563 -9.4214 -1.9317 0.420
H 4.2150 -5.7779 -1.5594 0.292
H -3.1373 -1.7495 0.3743 0.213
H 8.9551 -4.2003 2.0702 0.322
H -1.5701 6.5030 -0.4241 0.633
H -2.3975 -6.9007 -3.3617 0.394
H -2.3877 6.8838 4.9240 0.321
H 4.3401 6.7666 1.8170 0.275
H 4.0032 7.1664 -4.1483 0.451
H -3.7044 6.1074 2.7498 0.400
H 4.5781 -1.0234 -3.7884 0.334
H 1.7553 6.1747 2.2667 0.203
H 2.8156 8.3341 -2.4918 0.393
H -6.7323 3.8090 -0.2977 0.339
H 0.4051 0.8820 3.3015 -0.017
H 6.6714 -4.1516 2.5544 0.432
H -5.8454 -1.6070 -0.9964 0.386
H 2.8067 4.1265 4.0101 0.224
H -0.5629 -4.0680 6.3200 0.398
H -1.5722 -2.9804 -1.6272 0.015
H -1.8440 4.1296 5.1241 0.295
H -0.1058 4.0992 5.4265 0.329
H 3.5033 -3.1912 5.7345 0.274
H -6.2451 -2.9548 2.4811 0.456
H 0.2234 -8.8901 -1.7996 0.388
H -3.6875 -2.7149 -1.0063 0.597
H 3.0825 7.9477 -0.8064 0.207
H 2.1932 -2.3423 -0.4746 -0.911
H 1.9853 -9.0577 0.2949 0.474
H -0.7701 2.3309 -7.3463 0.278
H 2.8925 1.1423 -2.5860 -0.960
H 3.8662 3.5980 -2.7422 0.128
H 3.0649 -5.3624 -4.2436 0.557
H -5.5750 -0.7479 0.3170 0.051
H 6.6476 -0.5113 -1.7022 0.128
H 0.0881 0.8243 5.0221 0.580
H 0.5452 2.6487 -5.4492 0.093
H -0.5248 4.0100 7.9357 0.297
H 4.2011 -0.7410 -2.1399 0.088
H 3.2983 -1.4771 6.1881 0.254
H 0.5841 -5.7974 1.1343 0.648
H -3.7893 2.9494 -1.7488 -0.051
H 3.8821 -4.1111 2.3504 0.181
H 1.8280 -3.2026 4.3081 -0.070
H -7.4688 0.7031 2.1508 0.522
H 2.7541 -6.2031 -1.9019 -0.083
H 2.0858 3.3549 -2.9409 -0.062
H -5.7529 -4.7336 4.0202 0.360
H -1.3542 -0.1381 -3.8663 -0.533
H -0.8695 -1.9090 5.0787 -0.033
H 4.2749 3.9977 -4.8773 0.382
H 1.2532 1.9000 4.3687 0.254
H 0.0119 -2.9254 -2.3679 -0.018
H 0.5340 0.3971 1.1937 -0.622
H -1.3143 4.7787 -0.6441 -0.048
H -1.3800 -2.2349 -3.2026 -0.103
H 3.9869 2.1816 -4.3638 0.232
H 5.2731 -2.9158 0.1762 -0.220
H -1.0147 4.1665 2.6981 -0.632
H -9.2324 1.9722 5.1571 0.261
H -0.6046 5.5637 0.7232 -0.140
H -0.6716 3.5623 -4.5259 0.186
H 4.1159 -1.3989 1.9546 0.126
H 2.2717 -7.5214 2.3033 0.511
H -5.5557 -3.5709 0.1804 0.479
H 1.3767 -8.0546 -2.9535 0.203
H -1.0021 2.5465 -1.7063 0.258
H -1.9196 -6.6865 0.0930 0.234
H -0.7235 -4.8445 4.7050 0.263
H 5.0056 5.8120 -3.7526 0.292
H 8.9110 -4.7551 0.4560 0.301
H -6.0395 3.7751 -2.4324 0.573
H 0.8172 -2.8198 0.4475 0.391
H -4.9811 3.6382 2.2548 -0.091
H -4.0584 -5.2684 3.9724 0.241
H 0.3822 3.8212 3.0629 -0.405
H 0.3613 1.4077 -1.6634 -0.356
H -6.6537 3.0780 -4.5307 0.260
H -2.6509 7.2627 1.8100 0.422
H -2.8503 -5.0057 -1.3202 -0.755
H -0.6892 -0.7544 1.1900 -0.710
H 2.5415 1.9055 0.6466 -0.109
H -2.8332 0.7813 -3.8380 0.528
H 7.1657 -0.5450 -3.3311 0.283
H 2.0678 -0.9827 -4.6329 0.726
H 7.6022 -5.3539 -3.9462 0.366
H -9.6576 1.1021 3.5819 0.297
H 2.7325 4.6200 -1.8489 -0.435
H -5.3194 0.7232 3.3245 0.336
H -1.1710 1.5412 -3.7138 -0.352
H 2.8074 3.6698 -5.1091 0.226
H 3.8181 -3.5908 -1.9149 -0.418
H -7.4358 2.4025 1.9347 0.265
H 2.1321 5.5914 4.3640 0.246
H 6.4224 -4.9796 0.9951 0.424
H -0.3156 -5.1907 -1.4777 -0.038
H -9.3796 2.8680 3.6882 0.318
H 8.0850 -4.1974 -2.6429 0.131
H -2.4817 4.6615 -6.7237 0.271
H -5.1919 4.0605 -0.3813 -0.021
H 2.9097 -3.1415 -3.3266 0.051
H 2.0406 5.7095 -4.0044 0.444
H 1.1031 0.3713 -3.8665 -0.183
H 1.4084 -1.5579 4.2299 0.156
H 1.9259 -5.1113 0.3045 -0.209
H 1.5794 -0.9173 -2.9639 -0.238
H -2.8403 4.2800 1.1119 -0.971
H 1.8990 -5.1109 2.0693 -0.039
H 1.9390 6.9752 -1.7711 0.191
H -6.9557 1.0276 -1.4312 0.228
H 9.5724 -3.0938 0.8053 0.270
H 5.3380 -5.8501 -4.3939 0.518
H -3.8881 6.5599 -0.2634 0.265
H -1.9902 -3.8904 5.4834 0.309
H 1.8064 4.0847 1.1019 -0.503
H 2.1708 -4.2394 -2.0786 -0.346
H -2.4197 3.6490 -7.9581 0.311
H -1.8383 0.4201 -0.8039 0.098
H -4.3785 1.3211 -1.8232 0.098
H 3.2160 4.9551 0.4785 0.495
H -1.7996 2.1739 3.8389 -0.341
H -3.1666 1.8916 -6.9132 0.316
H -2.0037 2.5836 0.3278 -0.720
H -0.6609 6.5091 4.7064 0.233
H 3.6793 7.1508 3.3417 0.485
H -5.2797 3.3991 3.9668 0.637
H -1.9309 2.8623 8.3479 0.278
H -4.7925 -1.9744 2.6545 0.158
H 4.1825 -7.8239 1.0945 0.327
H 0.4309 -8.0978 0.6660 0.333
H 0.3280 2.5878 -0.4491 -0.737
H 3.5329 -7.2030 -0.1528 0.086
H 3.1778 -2.5841 7.4198 0.301
H -3.1362 -5.4918 -3.5891 0.369
H -0.7189 -1.7726 2.7151 -0.339
H 5.3493 -1.9618 3.0594 0.349
H 1.8339 -1.4557 1.0259 -0.024
H -1.2277 1.9863 1.6070 -0.552
H 4.0475 -4.8330 0.9259 -0.173
H -5.3081 1.8284 0.6672 -0.343
H -7.5351 1.8323 -5.4685 0.289
H 4.1000 1.3850 1.2546 0.331
H 3.9561 2.3942 -0.1580 0.228
H 3.4875 0.9860 -5.4057 0.254
H -3.1289 -3.5691 0.3090 0.514
H -1.5207 -7.8129 -1.2302 -0.128
H -8.0022 2.3036 -1.8868 0.531
H -3.1865 -7.5095 -0.7991 0.551
H -4.7236 5.4330 0.6291 0.415
H -1.6543 -3.0156 3.0419 0.060
H 7.4456 -3.6219 -4.2209 0.305
H 5.1259 -4.1045 -4.7546 0.481
H -3.8741 2.6328 3.1633 -0.243
H -4.3214 2.3030 -3.2845 0.353
H -4.4865 -3.6965 4.6806 0.288
H -2.0909 4.2984 7.3403 0.289
H 0.3685 4.2067 -5.8534 0.536
H -0.5769 -6.2817 -2.7702 0.358
H 5.8203 -1.1615 1.5372 0.403
H -4.0915 1.4634 1.3244 -0.105
```

Summary:
- total charge = 0
- HOMO energy (eV) = -8.4



Relative stability in kcal/mol, measured from the most stable structure: model P 0.0; model Q 11.2